(1)
DFT (wB97M-V/def2-TZVPD) results for an isolated molecule of C10H7F2N3O5 at a distorted geometry.

Summary:
E ... -1125.271465 Ha
HOMO-LUMO gap ... 9.22 eV
HOMO ... -9.865 eV
SMILES ... N[C@H]1OC(=O)O[C@]1(c1ccccn1)N(C(=O)F)C(=O)F

XYZ file:
```
27
Properties=species:S:1:pos:R:3:nbo_charge:R:1
N 0.610 -2.398 0.385 -0.840
C -0.481 -1.837 -0.475 0.226
O -1.679 -2.544 -0.015 -0.512
C -2.023 -1.973 1.277 0.975
O -2.896 -2.486 2.029 -0.525
O -1.262 -0.770 1.504 -0.477
C -0.867 -0.386 0.142 0.351
C 0.524 0.396 0.289 0.162
C 1.516 0.393 -0.900 -0.276
C 2.938 1.066 -0.918 -0.169
C 3.240 1.798 0.458 -0.249
C 2.111 1.728 1.518 0.033
N 0.842 1.084 1.496 -0.401
N -2.075 0.326 -0.375 -0.569
C -2.439 1.505 0.445 0.961
O -3.411 1.393 1.238 -0.451
F -1.750 2.748 0.447 -0.308
C -1.974 0.638 -1.812 0.964
O -1.443 1.642 -2.320 -0.479
F -2.508 -0.359 -2.713 -0.332
H 0.382 -3.399 0.535 0.395
H 1.510 -2.315 -0.113 0.380
H -0.289 -1.772 -1.605 0.214
H 1.185 -0.164 -1.858 0.216
H 3.658 1.046 -1.800 0.248
H 4.237 2.341 0.644 0.246
H 2.343 2.303 2.498 0.217
```

---

(2)
DFT (wB97M-V/def2-TZVPD) results for a cluster of 2 separate species, C10H7F3N2 in total at a distorted geometry.

Summary:
E ... -794.261421 Ha
Relative energy (zero: lowest compared OMol25 entry of this formula, charge and spin) ... 94.3 kJ/mol
HOMO-LUMO gap ... 8.38 eV
HOMO ... -9.287 eV
SMILES ... FC(F)(F)C1=CC=CC1.C=C(C#N)C#N

XYZ file:
```
22
Properties=species:S:1:pos:R:3:nbo_charge:R:1
C -1.282 -1.972 2.061 0.254
C 0.815 -1.180 2.195 0.271
C -0.262 -0.844 -2.659 -0.272
C -0.824 0.219 -1.925 -0.156
C -1.031 0.258 2.948 -0.176
C 1.421 0.056 -1.352 -0.501
C 1.032 -0.900 -2.434 -0.117
C -0.508 -0.904 2.534 -0.289
C 0.164 0.836 -1.131 -0.135
C 0.022 2.028 -0.200 0.973
N -2.029 -2.844 1.845 -0.255
N 1.892 -1.277 1.799 -0.269
F 1.166 2.173 0.619 -0.351
F -0.231 3.261 -0.743 -0.319
F -0.967 1.875 0.720 -0.339
H -0.666 -1.436 -3.466 0.230
H -1.883 0.524 -1.845 0.229
H -0.264 1.064 2.958 0.237
H -2.034 0.376 3.186 0.226
H 1.671 -0.435 -0.447 0.281
H 2.100 0.789 -1.785 0.256
H 1.697 -1.667 -2.878 0.221
```